{"formula": "C6H14NS", "method": "ωB97M-V with the def2-TZVPD basis set", "max_force_ev_per_a": 3.8, "orbital_gap_ev": 5.35, "charge": -1, "e_above_lowest_kj_mol": 179.8, "total_energy_ha": -689.90684, "homo_energy_ev": -1.9, "smiles": "CCCN[C@H](C)C[S-]", "species": ["C", "C", "C", "N", "C", "C", "C", "S", "H", "H", "H", "H", "H", "H", "H", "H", "H", "H", "H", "H", "H", "H"], "positions_angstrom": [[1.2219, 0.4557, -3.7594], [1.2552, 0.7178, -2.2917], [0.1711, -0.1579, -1.6109], [-0.2246, 0.4868, -0.3620], [-0.9271, -0.4529, 0.6820], [-2.3523, -0.6018, 0.3520], [-0.7095, 0.0706, 2.0691], [0.8914, -0.3060, 2.7750], [1.3582, -0.6367, -3.8628], [2.0320, 1.0556, -4.2006], [0.3420, 0.7816, -4.2741], [1.0310, 1.6799, -2.1139], [2.2007, 0.5570, -1.7704], [-0.7242, -0.3159, -2.3412], [0.5293, -1.1599, -1.3463], [-0.7953, 1.3689, -0.5102], [-0.2727, -1.3930, 0.5352], [-2.4807, -1.0082, -0.5697], [-3.0677, -1.1278, 1.0965], [-2.6740, 0.4331, 0.0021], [-1.6002, -0.1718, 2.6878], [-0.5238, 1.2368, 2.1554]], "forces_ev_per_angstrom": [[2.0, -0.4, -0.3], [-0.8, -3.5, 0.4], [-1.3, 0.8, 0.0], [-1.4, -0.3, 1.0], [3.2, 0.4, -1.5], [-2.2, 1.7, 1.2], [0.5, 2.8, 1.0], [0.8, -1.0, 0.7], [0.1, 0.5, -0.7], [0.1, -0.7, -0.4], [-0.9, 0.0, 0.1], [-1.0, 3.6, 0.8], [0.1, -0.3, -0.4], [1.2, 0.2, 0.8], [0.1, 0.2, -0.2], [0.8, -1.6, 0.2], [-1.3, 1.0, 0.6], [-0.3, -2.2, -2.7], [1.3, 1.2, -1.0], [-0.4, -0.7, 1.5], [0.6, 0.0, -0.1], [-1.5, -1.9, -0.9]], "lowdin_charge": [-0.14, -0.27, -0.27, -0.06, -0.52, -0.12, -0.82, 0.07, 0.08, 0.07, 0.06, 0.05, 0.12, 0.12, 0.11, 0.12, 0.12, 0.01, 0.11, 0.09, 0.04, 0.04]}

***

{"formula": "C33H35F5N4P2PtS", "method": "ωB97M-V with the def2-TZVPD basis set", "max_force_ev_per_a": 7.1, "orbital_gap_ev": [6.58, 5.17], "charge": 0, "e_above_lowest_kj_mol": 387.3, "multiplicity": 3, "total_energy_ha": -3196.63033, "homo_energy_ev": [-8.0, -8.0], "species": ["Pt", "C", "C", "C", "C", "C", "C", "C", "C", "C", "H", "H", "H", "H", "H", "H", "H", "H", "H", "H", "H", "H", "H", "H", "H", "P", "P", "N", "N", "N", "N", "C", "C", "C", "C", "C", "C", "C", "C", "C", "C", "C", "C", "C", "C", "C", "C", "C", "C", "H", "H", "H", "H", "H", "H", "H", "H", "H", "H", "H", "H", "H", "H", "H", "H", "H", "H", "H", "H", "F", "C", "C", "F", "C", "F", "C", "S", "C", "F", "C", "F"], "positions_angstrom": [[0.3930, 1.0358, 2.0355], [0.4877, -4.5311, -0.9864], [1.1244, -3.3806, -1.1706], [0.2889, -2.1846, -1.6331], [-0.8385, -1.6209, -0.6951], [-2.3396, -1.9491, -0.9275], [-2.8769, -3.1431, -1.2770], [-2.0764, -4.2018, -2.0105], [-0.8996, -4.9618, -1.2516], [-0.8887, -0.1135, 3.2512], [1.0645, -5.3830, -0.6637], [2.1016, -3.2449, -0.6611], [-0.0114, -2.3184, -2.6983], [1.0601, -1.4182, -1.6735], [-0.5546, -1.6538, 0.3856], [-0.7213, -0.5189, -0.8500], [-3.0040, -1.0715, -0.7310], [-3.8898, -3.3378, -0.8551], [-1.7809, -3.6418, -2.8829], [-2.8204, -4.9616, -2.2233], [-1.3882, -5.2225, -0.2943], [-0.7934, -5.8507, -1.8975], [-0.9207, -0.9908, 2.5594], [-1.9948, 0.0805, 3.3680], [-0.4511, -0.5645, 4.1750], [-1.0115, 2.0688, 0.6765], [2.4125, 0.9507, -0.4020], [-2.5192, 2.0641, -0.6073], [-1.3666, 3.9228, 0.8280], [2.2937, 0.9109, -2.2510], [4.0859, 1.9112, -0.7193], [0.0638, 2.3343, -0.7585], [1.4880, 2.5097, -0.2536], [-3.7136, 1.4723, -0.2563], [-4.6365, 1.6531, -1.2906], [-4.0016, 2.4430, -2.2886], [-2.6773, 2.6269, -1.8711], [-1.6812, 4.4437, 2.0644], [-1.9407, 5.8305, 1.9351], [-1.8491, 6.1373, 0.5364], [-1.4720, 4.9634, -0.1134], [2.5366, -0.1676, -3.1081], [2.2377, 0.1997, -4.4196], [1.7923, 1.5466, -4.3618], [1.9089, 1.9788, -3.0562], [4.9024, 2.0510, -1.8440], [5.8482, 3.0371, -1.5676], [5.5874, 3.5135, -0.2489], [4.4735, 2.8296, 0.2486], [-0.2058, 3.2150, -1.3550], [-0.0983, 1.4672, -1.4210], [1.9599, 3.3316, -0.7976], [1.5421, 2.7458, 0.8297], [-3.8044, 0.9812, 0.7048], [-5.6377, 1.2502, -1.3150], [-4.4342, 2.8419, -3.1898], [-1.8662, 3.0853, -2.4231], [-1.7002, 3.8043, 2.9312], [-2.1603, 6.5162, 2.7370], [-2.0593, 7.0985, 0.0649], [-1.2516, 4.8231, -1.1738], [2.8848, -1.1121, -2.7360], [2.3497, -0.4120, -5.2935], [1.4073, 2.1451, -5.1650], [1.7249, 2.9477, -2.6443], [4.7446, 1.4588, -2.7428], [6.5987, 3.3607, -2.2400], [6.1103, 4.2528, 0.2841], [3.9380, 2.9119, 1.1690], [-1.1524, -6.7068, 5.7991], [-0.5637, -5.5969, 5.3196], [-0.3787, -5.5000, 3.9300], [-0.5629, -6.5777, 3.1227], [0.0195, -4.2795, 3.3998], [0.5004, -4.3584, 2.1301], [0.2552, -3.0677, 4.1064], [1.0140, -1.9177, 3.0740], [0.0813, -3.2669, 5.5446], [0.6105, -2.4019, 6.4629], [-0.3545, -4.4800, 6.1348], [-0.5425, -4.6425, 7.4889]], "forces_ev_per_angstrom": [[-0.9, -0.4, 1.2], [0.9, 0.0, -0.3], [-1.7, 0.1, 1.1], [1.2, 0.1, 0.1], [0.0, 1.3, -1.1], [0.3, 0.0, 0.5], [0.7, 1.3, 1.6], [0.2, 0.5, 1.6], [-2.1, -0.1, -1.1], [-0.9, -1.1, -0.4], [0.3, -0.2, 0.5], [-0.5, 0.0, -0.9], [-0.1, 0.1, 0.9], [-0.4, 0.4, -0.2], [-0.3, -0.8, -0.7], [-0.5, -0.5, -0.1], [0.4, -1.0, 0.5], [0.4, 0.2, -1.3], [0.4, -0.6, -0.7], [0.3, -0.3, -0.6], [0.5, -0.4, -0.3], [-0.1, -0.2, 0.7], [-0.3, 0.5, 0.1], [1.2, 0.6, 0.0], [-0.5, 1.4, -0.4], [-3.4, 4.5, -4.3], [3.3, 1.8, -4.5], [0.4, -1.2, 1.2], [0.5, -0.7, 0.9], [-0.3, -0.7, 0.4], [-1.3, -0.4, 1.3], [0.0, -0.4, 0.0], [0.1, -0.1, 0.1], [-0.4, 0.2, -0.9], [0.6, 0.1, 0.8], [1.3, -0.5, 0.9], [-0.7, -0.1, 0.0], [-0.1, 2.1, -0.4], [0.2, -1.9, -0.5], [0.4, -1.2, 0.3], [0.0, 0.1, 0.3], [-0.4, 0.6, -0.6], [0.2, 0.0, 1.7], [0.4, 0.3, 0.8], [-0.4, -0.8, -0.4], [0.0, 0.2, 0.8], [-1.6, -1.0, 0.8], [-1.4, -1.1, -0.1], [1.5, -0.2, -1.7], [-0.1, -0.4, 0.5], [0.4, 0.2, 0.2], [0.3, -0.2, 0.5], [-0.2, 0.4, -0.1], [-0.1, 0.0, -0.2], [0.0, 0.2, 0.1], [0.1, -0.1, -0.1], [-0.3, 0.0, 0.2], [0.1, 0.0, 0.1], [-0.1, -0.1, 0.0], [0.3, -0.4, 0.1], [-0.3, 0.0, 0.6], [0.1, -0.1, 0.1], [0.0, -0.2, -0.1], [0.2, 0.1, -0.2], [-0.1, 0.2, -0.1], [0.0, 0.2, 0.4], [0.5, 0.2, -0.4], [0.6, 0.8, 0.4], [0.0, 0.1, 0.4], [0.8, 0.7, 0.0], [-1.4, -0.1, -0.7], [-0.1, -0.1, 0.3], [0.2, 1.0, 0.9], [0.9, -0.8, -0.9], [-1.1, -0.1, 0.7], [0.0, -2.3, 1.1], [1.2, -0.2, 1.1], [1.2, 0.1, 0.6], [-0.9, -0.1, -1.3], [0.0, 0.1, 0.0], [0.4, 0.6, -1.9]], "lowdin_charge": [0.47, -0.16, -0.10, -0.19, -0.15, -0.09, -0.12, -0.18, -0.16, -0.38, 0.10, 0.11, 0.13, 0.02, 0.08, 0.06, 0.08, 0.11, 0.09, 0.10, 0.12, 0.11, -0.08, 0.03, -0.05, 0.99, 1.16, -0.19, -0.22, -0.26, -0.22, -0.47, -0.48, -0.19, -0.11, -0.09, -0.16, -0.17, -0.09, -0.09, -0.14, -0.17, -0.08, -0.08, -0.17, -0.13, -0.09, -0.10, -0.18, 0.05, 0.07, 0.09, 0.04, 0.10, 0.09, 0.09, 0.09, 0.09, 0.08, 0.10, 0.09, 0.10, 0.09, 0.09, 0.10, 0.10, 0.08, 0.07, 0.09, 0.13, -0.11, -0.12, 0.11, -0.23, 0.03, -0.47, 0.83, -0.13, 0.07, -0.10, 0.09]}

***

Q: charge of number 2 (C33H35F5N4P2PtS)?
A: 0